# 1
DFT (the ωB97M-V functional and the def2-TZVPD basis) results for a 20-piece molecular cluster, C32H112N8O20 overall at a distorted geometry.

```
172
Properties=species:S:1:pos:R:3:forces:R:3
C -4.681482 -7.276142 3.326085 0.762 0.407 0.296
C -4.887466 -6.630978 1.927190 -0.046 0.516 1.817
C -3.778464 -5.605798 1.654173 0.188 -1.155 -0.236
O -3.949839 -4.542373 2.545840 0.164 0.265 -0.265
C -3.240950 -3.381189 2.146384 0.020 0.137 0.588
N -5.027509 -7.608975 0.864151 0.534 0.145 -0.099
H -3.617533 -7.409425 3.554105 0.050 -0.392 -0.336
H -5.190851 -8.233065 3.441194 -0.084 0.024 -0.116
H -4.982039 -6.624905 4.150030 -0.379 0.102 -0.230
H -5.768763 -6.005052 2.095018 -0.358 -0.232 -0.803
H -3.759344 -5.339136 0.589896 -0.433 0.481 0.063
H -2.792750 -6.073703 1.814100 0.044 -0.078 0.150
H -3.639879 -3.008953 1.200075 0.143 0.140 -0.051
H -2.156280 -3.526777 2.085474 0.000 -0.341 -0.297
H -3.366193 -2.648306 2.942697 -0.287 0.118 -0.161
H -4.084464 -7.961605 0.707752 -0.124 -0.141 -0.277
H -5.538205 -8.408427 1.221284 -0.136 0.043 -0.079
C 4.105675 -0.198726 -4.975916 0.334 -0.423 -0.556
C 5.348590 -0.906847 -4.440440 -1.353 0.841 0.025
C 6.341232 -1.172980 -5.610010 -0.428 -0.481 2.103
O 5.742311 -1.895237 -6.658753 0.185 0.478 -0.234
C 5.614406 -3.271436 -6.393898 -0.705 -0.026 -0.102
N 5.953038 -0.075129 -3.377595 0.814 -1.015 -0.728
H 3.647026 -0.883525 -5.691473 -0.151 0.294 -0.140
H 4.417336 0.714385 -5.486951 -0.247 0.108 0.011
H 3.349776 0.014726 -4.219637 0.166 0.069 0.165
H 4.951708 -1.826050 -3.996602 0.448 -0.344 -0.218
H 7.145582 -1.766297 -5.157482 0.376 -0.005 -0.247
H 6.753819 -0.205570 -5.888521 -0.146 -0.071 -0.648
H 5.197656 -3.464253 -5.400686 0.393 0.062 0.192
H 6.552688 -3.803751 -6.564875 0.073 -0.048 0.170
H 4.843201 -3.661601 -7.059639 0.234 0.038 -0.292
H 6.595988 -0.724348 -2.902024 -0.431 1.002 0.128
H 5.221010 0.195076 -2.732449 0.008 -0.061 0.058
C -1.109471 -0.364468 1.207497 1.178 -0.384 -0.118
C -0.262354 0.606372 0.409140 1.207 1.291 0.772
C 0.655031 -0.040027 -0.631610 -0.897 -0.251 -0.830
O 1.722870 -0.728292 -0.002656 0.101 -0.375 -0.100
C 2.760621 -1.136987 -0.906326 0.019 0.468 0.172
N -1.059980 1.695104 -0.168123 -0.643 0.933 0.415
H -0.422208 -0.824510 1.921426 -0.195 -0.338 -0.024
H -1.434807 -1.137897 0.510878 -0.591 -0.043 0.329
H -1.900724 0.085592 1.802208 -0.204 0.109 -0.360
H 0.455335 1.136801 1.057185 0.030 -0.530 0.453
H 1.035038 0.695987 -1.348252 0.105 0.182 0.224
H 0.113316 -0.778332 -1.235748 -0.149 0.121 -0.005
H 2.450191 -1.566636 -1.860768 -0.559 0.099 0.106
H 3.335504 -1.889821 -0.370953 0.217 0.116 -0.026
H 3.343289 -0.231373 -1.089074 0.386 -0.233 -0.219
H -1.717330 1.990486 0.559043 -0.717 -0.905 -0.281
H -0.534269 2.566578 -0.096764 0.707 -0.289 -0.882
C -5.806289 2.782577 -5.246539 0.407 0.075 0.849
C -5.433552 4.198836 -4.802984 -0.938 0.001 -0.290
C -4.229716 4.314642 -3.877593 0.721 0.349 -0.227
O -4.528457 3.975944 -2.538601 0.098 -0.390 -0.213
C -3.423714 4.145249 -1.661561 -0.605 0.097 -0.220
N -5.261142 5.063738 -5.993189 0.810 -0.212 0.815
H -5.040434 2.339275 -5.886343 -0.092 0.070 -0.170
H -6.767526 2.871746 -5.751172 0.040 -0.404 -0.168
H -5.899417 2.142417 -4.365214 -0.182 -0.062 -0.077
H -6.329722 4.555717 -4.286400 0.273 0.283 0.324
H -3.840035 5.341557 -3.895773 -0.320 0.200 -0.086
H -3.381908 3.723612 -4.254268 -0.135 -0.371 -0.010
H -2.668604 3.353924 -1.681241 -0.211 -0.290 -0.311
H -3.888380 4.171902 -0.676962 0.322 0.182 0.185
H -2.909413 5.080321 -1.913609 -0.025 0.199 0.271
H -4.498602 4.616457 -6.495943 -0.138 0.327 -0.486
H -6.091627 5.011853 -6.567769 0.033 -0.099 -0.102
C 7.424687 0.314873 1.445571 -0.763 1.189 0.095
C 6.956151 -0.328735 0.150626 0.833 -2.058 1.253
C 8.170495 -0.933913 -0.582758 -0.403 0.874 -0.847
O 7.742622 -1.569014 -1.796276 0.926 -0.252 0.613
C 8.818925 -2.295784 -2.355502 -0.230 -1.260 -0.441
N 6.153965 -1.518122 0.564883 -0.014 -0.598 -0.766
H 6.544597 0.614362 2.022172 -0.084 0.172 -0.198
H 7.981245 1.225839 1.217685 0.205 -0.095 0.234
H 7.956191 -0.310574 2.164234 0.399 -0.321 -0.570
H 6.272957 0.307490 -0.408083 0.490 0.200 -0.311
H 8.618837 -1.680052 0.079621 0.004 -0.069 0.109
H 8.957912 -0.217346 -0.836023 -0.094 0.241 0.069
H 9.701698 -1.711108 -2.614580 -0.044 0.311 0.299
H 8.512386 -2.819554 -3.263716 -0.427 0.521 -0.164
H 9.081342 -3.150292 -1.721922 0.323 0.318 0.434
H 6.132934 -2.105011 -0.274616 -0.612 0.185 -0.054
H 6.779354 -2.095827 1.126735 -0.159 0.276 0.500
C 2.715843 -2.161734 5.680033 -0.506 -0.088 -0.393
C 1.659731 -1.096052 5.979669 0.460 -0.466 -0.308
C 0.265688 -1.522734 5.530524 -0.311 -0.230 1.352
O -0.647899 -0.562199 6.056255 -0.087 0.084 -0.300
C -1.966396 -0.762942 5.569981 0.169 -0.013 -0.116
N 1.697646 -0.832797 7.428540 -0.657 0.014 -0.904
H 2.556273 -3.037721 6.311043 -0.048 0.063 0.111
H 3.726301 -1.792444 5.857070 -0.014 0.086 -0.023
H 2.636933 -2.497399 4.644646 0.157 0.070 -0.032
H 1.872764 -0.199400 5.383570 0.268 0.098 0.062
H 0.025441 -2.499390 5.970539 0.044 -0.120 0.024
H 0.135473 -1.628004 4.449114 0.342 0.246 -0.138
H -2.553114 0.148010 5.679071 0.236 0.161 -0.098
H -2.522003 -1.532091 6.114595 0.267 -0.254 0.013
H -1.885105 -1.038785 4.516185 -0.463 0.051 -0.088
H 2.657105 -0.628705 7.675548 -0.081 0.284 0.166
H 1.100504 -0.021316 7.551946 0.221 0.012 0.580
C -0.087573 6.372133 3.574642 -0.461 -0.425 -0.181
C 1.212391 5.695910 3.959467 -0.219 -0.004 0.582
C 1.228933 4.185357 3.682336 -0.841 0.156 0.574
O 0.042706 3.639390 4.275374 0.783 0.214 0.026
C 0.148150 2.242946 4.434998 -0.820 -0.614 -0.034
N 2.364594 6.407602 3.390959 0.231 -0.397 0.154
H -0.104721 7.441371 3.784175 0.263 0.032 -0.142
H -0.924102 5.941692 4.125632 0.102 -0.071 0.072
H -0.308317 6.190183 2.518322 0.145 0.281 -0.112
H 1.268791 5.723289 5.055674 -0.104 0.056 0.079
H 2.077479 3.782681 4.244536 0.278 -0.208 -0.493
H 1.192161 3.851018 2.639857 0.623 0.397 -0.190
H 0.987417 1.851159 5.019030 0.158 0.660 0.230
H 0.216747 1.708513 3.477021 -0.171 0.162 -0.135
H -0.771450 1.961889 4.946183 0.098 -0.305 -0.085
H 2.444780 7.288317 3.891740 -0.167 0.148 -0.258
H 3.204836 5.917572 3.694148 0.025 -0.087 -0.274
C -4.424146 -0.793619 -2.647808 -0.488 0.353 0.366
C -5.116434 0.391359 -1.981632 1.044 -0.003 -0.126
C -6.614975 0.411475 -2.221507 -0.376 0.822 0.454
O -7.167671 1.659314 -1.754057 0.368 -0.359 -0.206
C -8.492236 1.847485 -2.210516 0.328 0.903 0.450
N -4.760347 0.431044 -0.547992 -0.681 1.131 0.243
H -4.772940 -1.708053 -2.164907 -0.066 -0.175 -0.358
H -3.347378 -0.741711 -2.490204 0.015 0.099 -0.098
H -4.647841 -0.736878 -3.713835 0.139 -0.465 -0.042
H -4.650563 1.302698 -2.375598 -0.617 0.048 -0.687
H -7.187005 -0.339005 -1.667991 0.454 -0.578 -0.089
H -6.833883 0.305237 -3.287134 0.130 -0.094 -0.113
H -8.483290 2.432193 -3.136129 -0.094 -0.468 -0.347
H -8.982433 2.506717 -1.490838 -0.108 -0.229 0.134
H -9.042537 0.909069 -2.288751 -0.052 0.006 -0.151
H -3.873781 0.937461 -0.515577 0.375 -0.665 0.075
H -5.342674 1.221653 -0.249539 -0.332 -0.443 0.382
O -0.158914 3.992680 -3.089912 0.005 0.298 0.428
H -0.193858 4.131285 -2.121350 0.167 -0.012 -0.452
H -0.221977 4.877379 -3.462655 -0.030 -0.100 -0.140
O 0.658469 -3.030015 0.902917 0.121 -0.188 0.106
H 1.112828 -2.230913 0.563064 -0.229 -0.171 0.245
H 1.301611 -3.429804 1.512664 -0.178 0.216 -0.136
O -3.872876 2.147879 1.706123 0.050 0.270 -0.086
H -3.674353 3.067123 1.936916 -0.048 0.113 0.001
H -4.794968 2.163867 1.424313 0.051 -0.038 0.060
O -1.024195 1.347728 -3.077550 -0.004 -0.191 0.060
H -0.731333 2.272478 -3.163112 -0.112 -0.325 -0.144
H -1.115646 1.212405 -2.117976 -0.185 0.303 -0.195
O -0.924225 -3.154506 -1.300987 -0.161 -0.021 0.056
H -0.637384 -3.992689 -1.678980 -0.059 -0.004 0.094
H -0.639151 -3.189409 -0.365513 0.214 -0.097 -0.308
O 3.959139 -3.907354 -3.008915 0.106 -0.062 0.123
H 4.401384 -4.628972 -3.469258 -0.059 0.026 0.004
H 3.868387 -4.216753 -2.101266 -0.066 -0.003 -0.056
O -4.370219 -0.225433 3.134010 0.047 -0.008 -0.048
H -4.900416 -0.719241 2.497994 0.093 0.036 -0.022
H -4.029416 0.533707 2.631005 -0.153 -0.130 0.170
O 0.136849 4.617968 -0.383235 0.006 0.278 0.261
H 1.003007 5.035667 -0.277519 -0.050 -0.113 0.011
H -0.495817 5.295289 -0.115911 0.067 -0.024 -0.024
O 3.802360 -0.234769 1.821309 -0.096 -0.271 -0.213
H 4.504635 -0.671521 1.302169 0.012 0.030 0.217
H 2.989642 -0.372232 1.300198 0.195 0.267 0.352
O -2.774740 4.828367 2.149126 0.210 -0.417 -0.015
H -2.416422 5.455809 1.514557 -0.147 0.051 0.020
H -2.011340 4.297571 2.425187 0.000 0.253 0.208
O -0.129215 -1.831791 -3.789321 0.008 0.002 0.109
H -0.339878 -2.205639 -2.919310 -0.112 0.080 -0.079
H -0.656036 -1.023944 -3.842928 0.124 0.082 0.025
O 2.942227 -3.607687 2.351387 0.434 -0.208 -0.077
H 3.286757 -4.470401 2.091698 -0.011 0.044 0.106
H 3.660300 -2.985011 2.164188 -0.202 0.145 0.116
```
Forces are in eV/Å.

Values from the calculation:
HOMO level: -8.848 eV
Total charge: 0
LUMO: -0.3 eV
F_max: 0.0496 Eh/bohr
Energy above the lowest of the compared OMol25 structures with the same formula, charge and spin: 47.4 kJ/mol
Kohn-Sham gap: 8.54 eV
Calculated total energy: -3229.07400 hartree

# 2
DFT (the ωB97M-V functional and the def2-TZVPD basis) results for C32H21BrF5N3O2RuS as an isolated structure.

```
66
Properties=species:S:1:pos:R:3:forces:R:3
Ru -0.261619 0.612208 -0.525638 -0.133 0.048 0.348
C 3.839811 0.265804 0.276548 0.020 -0.020 0.002
C 2.754818 -0.241581 -0.617719 -0.031 0.058 -0.050
C 2.700533 0.069129 -1.955125 -0.021 0.006 -0.011
C 1.597542 -0.320920 -2.733596 0.029 0.004 0.022
C 0.608557 -1.138730 -2.213791 -0.029 0.039 0.044
C 0.663488 -1.516807 -0.852757 0.110 0.041 0.097
C 1.685992 -0.989897 -0.062416 -0.123 -0.130 0.114
H 3.458890 1.109290 0.858480 0.003 0.007 0.008
H 4.699503 0.608419 -0.295213 -0.002 0.010 -0.004
H 4.168836 -0.499921 0.978649 -0.003 -0.004 0.003
H 3.484850 0.661356 -2.407627 0.005 0.002 0.012
H 1.545129 -0.016539 -3.771207 0.002 -0.007 -0.004
H -0.176832 -1.522187 -2.850249 -0.009 -0.009 -0.016
H -0.038391 -2.222278 -0.431922 -0.009 -0.023 -0.099
H 1.729688 -1.254412 0.985915 0.000 0.010 -0.035
F -2.668327 -1.748909 5.962009 0.027 0.024 -0.045
C -2.160403 -1.066503 4.948800 -0.034 0.037 0.037
C -1.514464 -1.726982 3.917883 0.072 -0.080 -0.073
F -1.399164 -3.051001 3.937773 -0.015 0.039 0.014
C -0.986453 -1.002944 2.863969 0.181 -0.027 0.042
F -0.372019 -1.687286 1.883412 -0.119 0.008 0.183
C -1.091386 0.379339 2.784154 -0.191 0.068 0.142
S -0.407017 1.422752 1.545920 0.488 -0.194 -0.399
C -1.749441 1.016724 3.840523 0.007 -0.016 -0.058
F -1.883417 2.339633 3.833049 -0.004 -0.043 -0.010
C -2.274774 0.315461 4.909624 -0.022 -0.036 0.051
F -2.894455 0.954795 5.891530 0.020 -0.021 -0.031
Br 3.359107 6.969610 -2.353883 -0.010 -0.006 0.002
C 1.653770 6.168307 -2.249528 -0.016 0.002 -0.004
C 0.530742 6.887707 -2.636098 0.017 0.021 -0.008
C -0.725750 6.302928 -2.561625 0.006 -0.012 0.005
C -0.864745 5.003218 -2.105648 0.032 0.006 0.001
C 0.271079 4.295385 -1.723214 0.032 0.056 -0.010
C 1.537301 4.871264 -1.789101 0.003 0.036 -0.007
C 0.156388 2.919963 -1.240765 -0.231 -0.275 -0.022
O -1.000443 2.321036 -1.206425 0.186 0.398 -0.216
O 1.141173 2.232926 -0.850064 -0.313 -0.076 0.059
H 0.641948 7.902452 -2.992480 -0.003 0.001 0.000
H -1.596059 6.869899 -2.861302 -0.005 0.003 -0.001
H -1.837353 4.536769 -2.038828 -0.003 -0.009 0.000
H 2.407807 4.309350 -1.481505 -0.010 -0.005 0.000
N -7.125566 -1.762441 -0.599046 0.022 0.014 0.058
C -8.288774 -2.005085 -1.296758 0.022 0.007 -0.071
C -9.563370 -2.395999 -0.894357 -0.032 -0.007 -0.004
C -10.500222 -2.545148 -1.893930 0.004 -0.003 0.039
C -10.186474 -2.318202 -3.247218 0.021 0.008 -0.031
C -8.924777 -1.933539 -3.638726 -0.019 -0.006 0.005
C -7.959599 -1.772930 -2.640650 -0.054 -0.024 0.071
N -6.638009 -1.397590 -2.744704 0.094 0.017 -0.018
C -6.179858 -1.401006 -1.522475 -0.093 -0.026 -0.043
C -4.801471 -1.048961 -1.196972 0.041 0.017 -0.007
C -4.279526 -1.057542 0.091878 0.025 0.004 -0.008
C -2.964695 -0.691262 0.299262 0.048 -0.103 -0.100
N -2.145106 -0.331474 -0.694202 0.115 0.142 0.154
C -2.652825 -0.313787 -1.939965 0.043 0.032 -0.035
C -3.947114 -0.665247 -2.230864 0.004 -0.009 -0.023
H -7.014437 -1.813332 0.397577 -0.003 -0.010 -0.007
H -9.811274 -2.574619 0.143103 -0.001 0.002 0.007
H -11.506329 -2.845298 -1.633907 0.001 -0.004 0.005
H -10.960220 -2.451796 -3.990671 -0.001 0.001 -0.006
H -8.676464 -1.759315 -4.676380 0.002 0.005 -0.004
H -4.871811 -1.337554 0.951887 -0.004 0.001 0.001
H -2.550676 -0.681342 1.292660 -0.122 0.002 -0.058
H -1.987984 0.021312 -2.726071 -0.009 0.009 -0.007
H -4.314273 -0.636420 -3.246258 -0.008 0.001 -0.001
```
Forces are in eV/Å.

Values from the calculation:
HOMO level (alpha / beta): -10.806 / -10.800 eV
Total charge: +1
LUMO (alpha / beta): -4.1 / -4.8 eV
F_max: 0.0128 Eh/bohr
<S²>: 0.758
Energy above the lowest of the compared OMol25 structures with the same formula, charge and spin: 62.4 kJ/mol
Kohn-Sham gap (alpha / beta): 6.67 / 6.01 eV
Calculated total energy: -5113.00764 hartree
Spin multiplicity: 2

- Among the records above, which one has the lowest calculated total energy?
  C32H21BrF5N3O2RuS

- Among the records above, which one has the highest energy above the lowest of the compared OMol25 structures with the same formula, charge and spin?
  C32H21BrF5N3O2RuS

- The highest energy above the lowest of the compared OMol25 structures with the same formula, charge and spin belongs to which entry?
  C32H21BrF5N3O2RuS